(1)
Formula: C40H60N3O4
Source: OMol25
Level of theory: ωB97M-V/def2-TZVPD

XYZ file:
```
107
C40H60N3O4 | OMol25 | ωB97M-V/def2-TZVPD
C -1.07 1.60 5.15
C -0.90 0.74 4.04
N 0.28 -0.19 3.86
C 1.36 0.05 4.92
N 0.98 -0.55 6.25
C 0.91 0.00 2.51
C 0.04 -0.52 1.26
C 0.95 -1.57 0.40
C 1.40 -0.98 -1.02
C 2.56 -1.80 -1.76
C 2.44 -3.40 -1.67
C 1.53 -4.07 -2.82
C -0.04 -4.14 -2.44
C -0.83 -3.06 -3.35
C -1.81 -2.16 -2.43
C -1.87 -0.70 -3.11
C -2.76 0.36 -2.29
C -1.95 1.67 -1.81
C -2.62 3.05 -2.37
C -1.72 3.78 -3.49
C -1.29 5.29 -3.07
C 0.21 5.64 -3.53
C 1.10 6.27 -2.31
C 2.27 7.21 -2.88
C 3.21 6.42 -3.97
C -0.22 -1.61 4.10
C 0.72 -2.74 3.64
C 0.19 -4.21 3.83
C -1.24 -4.36 4.46
C -1.96 -3.06 4.85
N -1.51 -1.72 4.67
H -0.18 2.17 5.62
H -2.07 1.76 5.70
H -1.68 0.77 3.22
H 2.36 -0.46 4.65
H 1.62 1.17 5.01
H 1.76 -1.15 6.59
H 0.87 0.23 6.93
H 1.02 1.15 2.36
H 1.99 -0.39 2.50
H -0.96 -1.00 1.53
H -0.20 0.37 0.57
H 0.37 -2.56 0.24
H 1.91 -1.88 0.95
H 0.48 -0.86 -1.68
H 1.82 0.09 -0.86
H 3.62 -1.49 -1.41
H 2.54 -1.55 -2.89
H 2.11 -3.81 -0.65
H 3.51 -3.82 -1.84
H 1.72 -3.62 -3.88
H 1.88 -5.18 -2.91
H -0.41 -5.18 -2.79
H -0.25 -4.07 -1.33
H -0.04 -2.38 -3.84
H -1.43 -3.58 -4.17
H -2.84 -2.63 -2.25
H -1.30 -2.10 -1.39
H -0.84 -0.23 -3.26
H -2.30 -0.87 -4.17
H -3.16 -0.15 -1.34
H -3.66 0.62 -2.96
H -1.95 1.72 -0.65
H -0.86 1.70 -2.12
H -3.63 2.79 -2.87
H -2.88 3.76 -1.50
H -2.28 3.82 -4.50
H -0.75 3.20 -3.69
H -1.99 5.99 -3.64
H -1.40 5.44 -1.93
H 0.26 6.42 -4.38
H 0.81 4.74 -3.90
H 1.60 5.40 -1.74
H 0.45 6.91 -1.61
H 1.80 8.12 -3.42
H 2.94 7.54 -2.01
H 4.29 6.42 -3.61
H 2.89 5.34 -4.10
H 3.16 7.00 -4.96
H 1.74 -2.63 3.15
H 0.76 -5.14 3.51
H -1.74 -5.37 4.66
H -3.00 -3.18 5.35
C -3.06 1.71 8.99
C -4.16 2.40 9.31
C -4.09 3.82 9.72
O -5.09 4.44 10.02
C -2.75 4.45 9.76
C -1.65 3.77 9.43
C -1.72 2.35 9.03
O -0.72 1.72 8.73
H -3.09 0.68 8.69
H -5.14 1.95 9.29
H -2.72 5.49 10.06
H -0.66 4.21 9.46
C 1.10 -5.38 -6.86
C 1.27 -6.58 -7.40
C 2.52 -6.93 -8.12
O 2.68 -8.03 -8.61
C 3.57 -5.89 -8.21
C 3.39 -4.69 -7.67
C 2.15 -4.34 -6.95
O 1.99 -3.24 -6.46
H 0.20 -5.11 -6.33
H 0.52 -7.36 -7.34
H 4.47 -6.17 -8.74
H 4.15 -3.91 -7.73
```

Values from the calculation:
Charge: +1
LUMO (eV): -3.57
Strongest force on any atom (eV/A): 5.11
HOMO (eV): -11.63
HOMO-LUMO gap (eV): 8.1
Calculated total energy (Ha): -2024.6946

---

(2)
Formula: C40H61AsBN5O4PPt
Source: OMol25
Level of theory: ωB97M-V/def2-TZVPD

XYZ file:
```
114
C40H61AsBN5O4PPt | OMol25 | ωB97M-V/def2-TZVPD
Pt -0.37 0.18 -0.22
O -1.17 -1.62 3.45
C -1.00 -1.32 2.28
O -0.48 -0.24 1.85
C -1.44 -2.33 1.22
C -2.09 -3.52 1.60
C -2.52 -4.39 0.65
C -2.34 -4.06 -0.71
C -2.80 -4.87 -1.78
C -2.60 -4.49 -3.07
C -1.93 -3.27 -3.36
C -1.47 -2.46 -2.35
C -1.67 -2.85 -1.00
N -1.20 -2.02 -0.02
H -2.21 -3.71 2.66
H -3.03 -5.31 0.92
H -3.31 -5.80 -1.55
H -2.96 -5.11 -3.87
H -1.79 -2.96 -4.39
H -0.99 -1.51 -2.55
C -3.68 2.81 2.57
C -2.78 3.21 1.41
C -3.52 4.17 0.49
O -2.51 2.02 0.65
B -1.14 1.90 0.41
O -0.46 3.00 0.96
C -1.35 3.71 1.84
C -1.11 5.20 1.63
C -0.96 3.31 3.26
H -4.60 2.41 2.16
H -3.92 3.67 3.20
H -3.21 2.04 3.18
H -4.41 3.66 0.12
H -2.91 4.44 -0.37
H -3.82 5.08 1.02
H -1.23 5.48 0.59
H -0.09 5.43 1.93
H -1.79 5.79 2.25
H -0.99 2.22 3.36
H -1.61 3.77 4.00
H 0.07 3.63 3.44
N -0.19 0.51 -2.17
P 0.56 1.29 -3.22
N 1.51 2.60 -2.76
C 1.82 2.88 -1.36
C 3.32 2.73 -1.07
C 4.16 3.53 -2.07
C 3.79 3.14 -3.50
C 2.29 3.35 -3.73
N -0.39 1.98 -4.46
C -1.00 3.28 -4.14
C -2.09 3.18 -3.06
C -2.93 1.91 -3.24
C -2.84 1.43 -4.69
C -1.40 1.07 -5.05
N 1.68 0.37 -4.14
C 2.57 -0.42 -3.29
C 2.07 -1.85 -3.07
C 1.83 -2.54 -4.42
C 0.90 -1.69 -5.28
C 1.45 -0.27 -5.42
H 1.24 2.20 -0.74
H 1.51 3.90 -1.11
H 3.59 1.67 -1.13
H 3.51 3.07 -0.05
H 5.22 3.37 -1.88
H 3.96 4.60 -1.93
H 4.01 2.08 -3.67
H 4.36 3.72 -4.23
H 2.00 3.04 -4.73
H 2.07 4.42 -3.62
H -1.42 3.69 -5.06
H -0.22 3.96 -3.81
H -2.71 4.08 -3.11
H -1.61 3.15 -2.07
H -3.96 2.08 -2.95
H -2.52 1.13 -2.59
H -3.21 2.22 -5.36
H -3.47 0.55 -4.85
H -1.29 1.04 -6.15
H -1.21 0.06 -4.68
H 2.68 0.07 -2.32
H 3.57 -0.46 -3.76
H 1.14 -1.79 -2.51
H 2.79 -2.41 -2.47
H 1.41 -3.54 -4.27
H 2.79 -2.66 -4.94
H -0.09 -1.65 -4.80
H 0.77 -2.14 -6.27
H 0.79 0.35 -6.02
H 2.41 -0.33 -5.95
C 4.41 -0.55 0.61
As 2.46 -0.36 0.90
C 2.31 -2.08 1.86
C 2.43 0.84 2.50
C 3.75 1.07 3.13
C 4.21 0.25 4.16
C 5.48 0.42 4.71
C 6.31 1.44 4.26
C 5.86 2.27 3.24
C 4.60 2.09 2.69
H 4.94 -0.79 1.53
H 4.83 0.37 0.18
H 4.55 -1.36 -0.11
H 3.20 -2.27 2.46
H 2.19 -2.88 1.13
H 1.44 -2.07 2.51
H 1.73 0.35 3.18
H 1.96 1.76 2.16
H 3.57 -0.54 4.53
H 5.81 -0.23 5.51
H 7.29 1.58 4.69
H 6.50 3.07 2.87
H 4.26 2.74 1.89
```

Values from the calculation:
Energy relative to the best compared isomer or geometry (same formula, charge and spin) (kcal/mol): 12.3
Charge: -1
LUMO (eV): 2.54
Strongest force on any atom (eV/A): 1.36
HOMO (eV): -3.68
HOMO-LUMO gap (eV): 6.2
Calculated total energy (Ha): -4857.1021

---

(3)
Formula: C40H61AsN3O4PRbS2Te
Source: OMol25
Level of theory: ωB97M-V/def2-TZVPD

XYZ file:
```
114
C40H61AsN3O4PRbS2Te | OMol25 | ωB97M-V/def2-TZVPD
Rb -0.26 -0.48 0.05
C 3.09 -1.29 -0.39
O 2.20 -1.41 0.71
C 1.81 -2.75 0.93
C 0.96 -2.84 2.19
O -0.06 -1.86 2.15
C -1.31 -2.17 2.75
C -2.39 -2.45 1.72
O -2.66 -1.27 0.99
C -3.76 -1.42 0.11
H 4.00 -1.88 -0.23
H 3.37 -0.24 -0.47
H 2.63 -1.61 -1.33
H 2.69 -3.40 1.05
H 1.23 -3.11 0.07
H 1.58 -2.67 3.07
H 0.54 -3.85 2.24
H -1.61 -1.31 3.34
H -1.21 -3.04 3.42
H -3.30 -2.79 2.24
H -2.06 -3.25 1.04
H -4.68 -1.64 0.66
H -3.59 -2.22 -0.62
H -3.89 -0.47 -0.42
O -1.21 1.84 1.65
S -2.33 2.77 2.03
C -3.89 1.87 1.91
C -4.16 0.74 2.67
C -5.39 0.12 2.56
C -6.36 0.64 1.71
C -6.09 1.77 0.96
C -4.85 2.39 1.06
C -2.26 2.90 3.82
C -1.61 1.92 4.54
C -1.59 1.99 5.93
C -2.21 3.05 6.57
C -2.84 4.05 5.84
C -2.87 3.98 4.45
H -3.42 0.35 3.36
H -5.61 -0.75 3.17
H -7.33 0.16 1.63
H -6.84 2.18 0.30
H -4.64 3.29 0.49
H -1.11 1.12 4.01
H -1.10 1.22 6.50
H -2.19 3.11 7.65
H -3.31 4.88 6.34
H -3.35 4.75 3.87
C -1.69 -3.87 -3.20
P -0.62 -3.57 -1.73
C -0.85 -5.22 -0.93
C 1.01 -3.76 -2.54
C 1.89 -4.81 -2.28
C 3.13 -4.86 -2.91
C 3.50 -3.88 -3.81
C 2.64 -2.82 -4.07
C 1.40 -2.76 -3.43
H -1.35 -4.75 -3.74
H -1.67 -3.01 -3.87
H -2.72 -4.02 -2.87
H -0.65 -6.02 -1.65
H -1.88 -5.29 -0.60
H -0.19 -5.33 -0.07
H 1.63 -5.60 -1.59
H 3.80 -5.69 -2.70
H 4.46 -3.92 -4.31
H 2.92 -2.04 -4.76
H 0.75 -1.92 -3.63
N 1.66 5.23 -0.68
C 2.24 4.07 -1.38
C 1.69 2.76 -0.79
N 0.24 2.92 -0.46
H 1.82 6.09 -1.19
H 2.08 5.34 0.24
H 0.15 3.96 -0.42
H 3.33 4.06 -1.36
H 1.92 4.11 -2.43
H 2.24 2.48 0.11
H 1.77 1.98 -1.55
H -0.38 2.50 -1.18
H -0.07 2.51 0.44
S -3.34 2.18 -3.91
C -2.75 0.58 -3.70
C -1.96 0.53 -2.60
N -1.82 1.70 -1.92
C -2.50 2.65 -2.50
H -2.99 -0.20 -4.40
H -1.48 -0.37 -2.23
H -2.53 3.67 -2.14
C 1.84 0.18 4.21
As 1.73 1.09 2.47
C 1.64 2.95 3.14
C 3.69 1.12 2.25
H 2.37 0.81 4.93
H 2.40 -0.74 4.07
H 0.86 -0.08 4.61
H 2.32 3.07 3.99
H 0.63 3.21 3.46
H 1.94 3.65 2.36
H 4.15 1.53 3.14
H 4.00 1.72 1.39
H 4.05 0.10 2.10
Te 0.76 1.19 -3.99
C 2.70 0.72 -4.68
C 3.83 0.77 -3.86
C 5.09 0.44 -4.34
C 5.25 0.05 -5.66
C 4.14 -0.01 -6.49
C 2.88 0.32 -6.00
H 3.72 1.09 -2.82
H 5.94 0.49 -3.67
H 6.23 -0.19 -6.04
H 4.25 -0.32 -7.52
H 2.02 0.27 -6.66
```

Values from the calculation:
Energy relative to the best compared isomer or geometry (same formula, charge and spin) (kcal/mol): 3.9
Charge: +1
LUMO (eV): -2.14
Strongest force on any atom (eV/A): 1.67
HOMO (eV): -7.80
HOMO-LUMO gap (eV): 5.7
Calculated total energy (Ha): -5691.3591

---

(4)
Formula: C40H61BBrINO11
Source: OMol25
Level of theory: ωB97M-V/def2-TZVPD

XYZ file:
```
116
C40H61BBrINO11 | OMol25 | ωB97M-V/def2-TZVPD
C 1.18 7.49 2.11
C 0.61 7.25 0.83
C 0.27 6.81 -0.74
C 0.79 5.30 -1.11
C -0.22 4.04 -0.70
Br -1.98 4.42 0.25
C 0.25 2.49 -1.04
C 1.70 2.16 -1.81
C 2.70 3.38 -2.23
C 4.13 3.12 -2.99
O 4.13 3.30 -4.34
O 5.34 2.76 -2.22
C 2.23 4.94 -1.86
C 3.20 6.23 -2.20
N 3.49 6.44 -3.67
C 2.51 7.50 -4.15
C 2.02 0.53 -2.06
O 3.27 0.15 -1.79
C 0.75 -0.38 -2.51
C 0.87 -1.52 -3.68
O 2.05 -1.88 -4.44
C 3.08 -2.61 -3.75
C 2.60 -3.86 -2.77
C 1.58 -4.92 -3.46
C 2.24 -3.40 -1.23
C 3.19 -4.18 -0.10
C 0.70 -3.60 -0.76
C -0.56 -2.30 -4.07
O -0.65 -3.33 -5.15
C -2.00 -1.99 -3.30
I -3.88 -3.09 -3.79
C -2.09 -0.85 -2.13
B -3.56 -0.59 -1.43
O -3.69 -1.01 0.01
C -4.87 0.10 -2.15
C -4.51 1.27 -3.24
C -0.70 -0.05 -1.75
C -0.70 1.18 -0.61
O -1.34 1.12 0.56
H 1.54 7.46 3.25
H 0.72 7.64 -1.47
H -0.91 6.95 -0.83
H 2.85 7.25 -1.73
H 4.25 5.99 -1.69
H 4.43 6.94 -3.68
H 1.44 7.01 -4.11
H 2.83 7.85 -5.24
H 2.50 8.48 -3.49
H 3.74 -3.15 -4.60
H 3.86 -1.99 -3.13
H 3.62 -4.48 -2.63
H 1.82 -6.03 -3.09
H 0.44 -4.76 -3.26
H 1.80 -4.94 -4.62
H 2.51 -2.25 -1.10
H 4.32 -4.16 -0.38
H 2.74 -5.26 0.05
H 3.06 -3.60 0.93
H 0.52 -4.67 -0.26
H -0.12 -3.48 -1.59
H 0.45 -2.78 0.07
H -1.14 -4.11 -4.75
H -2.78 -1.06 0.43
H -5.51 -0.75 -2.64
H -5.55 0.57 -1.29
H -4.57 0.80 -4.33
H -5.39 2.07 -3.18
H -3.51 1.84 -3.04
C -6.66 3.57 0.26
C -5.89 4.58 -0.58
C -5.82 5.93 0.11
O -6.52 4.72 -1.85
H -7.69 3.90 0.41
H -6.71 2.60 -0.25
H -6.19 3.43 1.24
H -4.87 4.20 -0.76
H -6.83 6.35 0.25
H -5.27 6.65 -0.51
H -5.33 5.86 1.08
H -7.42 5.05 -1.70
C -2.55 -5.48 3.24
C -1.78 -4.48 2.40
C -1.71 -3.12 3.09
O -2.41 -4.34 1.13
H -3.59 -5.15 3.39
H -2.60 -6.45 2.73
H -2.08 -5.63 4.22
H -0.76 -4.85 2.23
H -2.72 -2.71 3.23
H -1.16 -2.40 2.47
H -1.22 -3.19 4.06
H -3.31 -4.01 1.28
C 6.44 -1.16 2.38
C 5.73 -1.75 1.17
C 6.33 -1.24 -0.13
O 4.34 -1.40 1.22
H 6.35 -0.07 2.39
H 5.99 -1.52 3.31
H 7.50 -1.42 2.38
H 5.79 -2.84 1.20
H 6.23 -0.15 -0.21
H 5.80 -1.66 -0.99
H 7.39 -1.50 -0.21
H 4.28 -0.43 1.19
C -1.66 -4.97 8.45
C -0.88 -3.97 7.61
C -0.82 -2.61 8.30
O -1.51 -3.83 6.34
H -2.69 -4.65 8.60
H -1.70 -5.94 7.94
H -1.19 -5.12 9.43
H 0.13 -4.34 7.44
H -1.82 -2.20 8.44
H -0.27 -1.90 7.68
H -0.32 -2.68 9.27
H -2.41 -3.50 6.49
```

Values from the calculation:
Energy relative to the best compared isomer or geometry (same formula, charge and spin) (kcal/mol): 611.4
Charge: -1
LUMO (eV): 0.57
Strongest force on any atom (eV/A): 9.57
HOMO (eV): -5.02
HOMO-LUMO gap (eV): 5.6
Calculated total energy (Ha): -5338.7646

---

Which formula does entry 2 have? C40H61AsBN5O4PPt

---

The lowest calculated total energy belongs to which entry? C40H61AsN3O4PRbS2Te